Computed, not measured: a molecular structure, C30H30MnN3O6P, with ωB97M-V with the def2-TZVPD basis set.

Properties
F_max ... 0.47 eV/A
DFT total energy ... -88961.6605 eV
⟨S²⟩ ... 1.171
HOMO energy (spin up / spin down) ... -7.32 / -6.92 eV
Multiplicity ... 2
HOMO-LUMO gap (spin up / spin down) ... 7.094 / 6.682 eV

Each line ends with the Löwdin spin population.
Cartesian coordinates (Å):
H1 -5.09103 -3.42508 3.95032  -0.0001
C1 -0.57936 -3.60387 0.18895  0.0032
C2 0.36211 -5.42044 -1.72532  0.0009
H2 1.50702 -4.14845 6.22598  0.0000
C3 -3.42902 -1.29342 1.13448  -0.0047
C4 -1.49825 -4.31169 -0.60301  0.0010
C5 -2.73108 -0.55026 0.03996  0.0013
H3 0.46792 -1.91434 6.12598  0.0000
H4 -1.47940 3.00887 3.33527  0.0000
C6 2.10465 -0.95594 -0.42877  0.0007
C7 -2.70812 -2.26748 1.84095  -0.0042
H5 -1.46231 -1.70305 -3.47881  0.0003
H6 -3.46050 -4.78736 -1.29308  0.0000
C8 2.10487 1.70084 2.89190  -0.0008
C9 -4.62496 -2.83744 3.16965  -0.0015
N1 1.01742 0.42750 1.19306  -0.0003
H7 1.40284 -5.63458 4.23674  0.0000
H8 -2.82443 -1.09849 -0.90544  0.0088
H9 -1.86333 -0.88699 4.58797  0.0000
C10 1.02965 -3.81324 5.31378  -0.0006
C11 -2.99685 -4.17369 -0.52081  0.0003
H10 1.50596 -3.28464 0.59590  0.0000
C12 1.26664 -4.71902 -0.94425  0.0000
C13 -0.18047 -2.91134 2.95061  -0.0041
H11 -1.03292 -0.35926 3.14906  -0.0021
H12 2.33418 -4.83926 -1.07099  0.0000
O1 -1.30593 1.42553 1.68125  -0.0014
H13 -3.32113 -3.14553 -0.67018  0.0002
C14 3.36618 0.25952 1.45266  0.0000
H14 -0.14889 -1.66708 -2.40718  0.0002
P1 -0.94925 -2.26739 1.40033  -0.0112
H15 0.70742 -6.12528 -2.47141  0.0001
H16 0.61824 1.95121 -4.86916  0.0000
H17 0.34595 -4.84713 2.18251  -0.0001
H18 -5.34049 -0.33524 0.98698  -0.0001
C15 0.97763 1.31568 2.18780  -0.0060
C16 -0.52992 1.13111 -2.42175  0.0018
C17 -3.29537 -3.04049 2.83629  -0.0007
C18 2.18721 -0.06531 0.80138  -0.0013
H19 -0.17682 3.50885 -4.61076  0.0000
H20 -2.70611 -3.78231 3.36478  0.0000
O2 3.13277 -1.46202 -0.85673  0.0012
Mn1 -0.70206 -0.27317 0.27770  1.0118
C19 -0.87160 -0.76697 4.14356  -0.0021
H21 4.22300 1.40979 3.05325  -0.0003
H22 -1.70176 -5.76430 -2.15446  0.0000
N2 -0.63708 0.07490 -3.26428  0.0016
H23 4.28524 -0.18349 1.09445  0.0003
C20 -0.99421 -5.21263 -1.54596  0.0000
C21 0.97775 -4.63953 4.20326  -0.0001
H24 -3.23072 0.41316 -0.12198  0.0005
O3 0.91410 -1.08307 -0.86902  0.0133
H25 -6.38558 -1.67541 2.77140  -0.0001
C22 0.37875 -4.18802 3.03762  -0.0011
H26 -0.31490 -0.05040 4.75047  -0.0002
C23 -5.35006 -1.85113 2.50439  -0.0008
H27 2.03206 2.41822 3.69660  -0.0001
H28 -0.09232 0.12109 -4.11253  0.0002
H29 -1.16938 2.05058 -4.84327  0.0000
C24 3.32014 1.14052 2.52147  -0.0043
O4 -0.23710 2.30877 -2.99906  0.0007
O5 -0.66483 1.12838 -1.21362  0.0062
N3 -0.97264 -1.18653 -2.76433  0.0070
H30 -3.38857 -4.49472 0.44439  0.0001
C25 -4.76217 -1.09334 1.50356  -0.0021
C26 -0.24640 2.44322 -4.41661  0.0001
C27 -0.39251 1.82781 2.37298  -0.0078
C28 0.45213 -2.55692 5.25238  0.0000
O6 -0.54445 2.75419 3.31795  -0.0033
C29 -0.16907 -2.09527 4.09452  -0.0009
C30 0.78654 -3.82704 -0.00502  0.0008

Computed, not measured: a molecular structure, C49H46MnO8P4 at a distorted geometry, with ωB97M-V with the def2-TZVPD basis set.

Properties
F_max ... 2.89 eV/A
DFT total energy ... -136422.1737 eV
⟨S²⟩ ... 3.920
HOMO energy (spin up / spin down) ... -8.72 / -8.57 eV
Multiplicity ... 4
HOMO-LUMO gap (spin up / spin down) ... 8.073 / 8.288 eV

Each line ends with the Löwdin spin population.
Cartesian coordinates (Å):
P1 -2.21972 1.86180 3.13118  0.0041
H1 -7.51473 -4.88640 -1.53391  0.0000
C1 4.76550 -1.70751 -2.94772  0.0000
C2 1.63869 -2.61928 4.83669  0.0007
O1 -3.48294 1.32594 3.69948  0.0001
O2 -2.00688 5.40566 0.92246  0.0031
H2 6.80151 -0.03029 -1.10288  0.0000
H3 3.41056 -1.94215 2.09741  0.0001
C3 -2.94383 1.16096 -2.99696  -0.0007
H4 -2.86550 -3.68220 2.58928  0.0000
C4 -1.51105 2.98966 -2.31565  0.0005
C5 -0.38963 -1.81268 -3.07131  0.0000
O3 -2.54017 3.25608 2.29975  0.0010
H5 1.70098 -3.36572 5.67746  0.0000
C6 -3.70166 2.09052 -3.72074  -0.0001
H6 -2.15892 -0.82271 0.63277  0.0016
H7 0.31924 -1.21904 5.83004  0.0000
H8 -4.68949 -4.71352 1.74183  0.0000
P2 -1.41018 4.24923 1.57242  0.0083
H9 2.55905 1.43122 4.39519  0.0001
H10 4.54581 -2.04550 -3.98490  0.0000
H11 5.81193 -1.92863 -2.76905  0.0000
C7 -2.28385 -3.26428 -1.65397  0.0000
H12 3.13731 5.63780 4.32911  0.0001
C8 0.81640 1.49347 -4.02240  0.0021
O4 2.22994 -0.16922 -1.14494  -0.0021
O5 -0.57650 3.33430 0.67525  0.0543
H13 -4.68981 -1.98987 2.75292  0.0000
C9 -2.47718 -3.31598 1.62249  0.0000
H14 4.75777 0.73042 2.54091  0.0000
H15 -0.64789 3.91383 3.59747  0.0001
H16 2.93656 3.54726 5.62243  0.0000
H17 -1.59710 2.27084 5.20658  0.0001
C10 3.08095 0.88703 -4.58550  0.0019
C11 -6.86581 -4.30777 -0.89244  0.0000
C12 -4.07455 -1.39197 2.02849  0.0001
P3 1.91120 0.68365 1.64234  -0.0105
P4 -0.56043 0.50070 -1.60155  0.0112
C13 -1.07377 -1.17103 -2.01914  0.0006
H18 -3.99896 4.11842 -4.38815  0.0000
C14 2.13742 0.35943 -2.44959  0.0016
C15 0.96026 -1.38890 4.96818  -0.0001
H19 3.15268 5.54622 1.75988  0.0000
C16 -3.41350 3.46309 -3.71248  -0.0003
C17 -3.49255 -2.36874 0.97231  0.0002
H20 -2.19744 -4.12060 0.94335  0.0000
H21 -3.31840 -0.80496 2.59831  0.0000
H22 -0.04584 2.00240 -4.38235  0.0001
C18 2.31333 2.32123 2.46474  0.0033
H23 5.61302 1.70291 -3.50156  0.0000
H24 -6.59713 -5.89293 0.54138  0.0000
C19 -0.59906 -3.16322 -3.36117  0.0000
H25 6.75653 0.37873 -3.09534  0.0000
C20 4.57962 -0.15306 -2.80380  0.0000
H26 -5.35036 -1.30918 -0.78882  0.0000
C21 3.00017 4.71904 3.76252  0.0011
H27 2.30515 3.54266 0.63489  0.0000
C22 1.89113 1.51692 -4.85425  0.0001
C23 -5.18348 -4.26947 0.84324  0.0000
C24 4.70645 0.43654 1.52881  -0.0025
C25 2.40805 -2.86528 3.70312  0.0002
C26 -1.97078 -1.98210 -1.24316  0.0003
H28 1.70638 2.00318 -5.81782  0.0000
C27 5.85929 0.04885 -0.54375  -0.0001
H29 -1.54883 -2.74729 1.80851  0.0000
C28 3.43734 0.40347 0.83506  -0.0123
H30 2.88746 -3.85476 3.55599  0.0000
C29 2.84652 3.53928 4.50275  0.0004
H31 -3.43830 -0.69318 -0.38408  0.0000
H32 3.84247 0.86305 -5.40101  0.0001
H33 0.18755 -1.20522 -3.77288  0.0000
C30 2.62593 -1.82969 2.82053  0.0016
H34 -7.19457 -2.45455 -1.91347  0.0000
C31 0.83223 0.88679 -2.75442  0.0051
H35 -4.55737 1.75753 -4.33588  0.0000
C32 2.51102 3.50089 1.72014  0.0018
C33 -2.73551 -1.41825 -0.03929  0.0014
H36 5.79814 0.27935 -4.57013  0.0000
C34 5.76366 0.59566 -3.53669  0.0000
C35 1.00191 -0.45385 3.97967  0.0007
H37 -3.08840 0.08901 -2.97959  -0.0001
C36 -4.73676 -3.01426 0.37978  0.0001
C37 2.89090 4.69464 2.37994  0.0000
Mn1 -0.06537 1.45270 0.70054  2.8831
H38 6.77238 0.12648 1.40136  -0.0001
C38 -5.56602 -2.30965 -0.47503  0.0000
H39 -0.61148 3.26082 -1.81001  0.0008
H40 -0.03540 -3.67473 -4.10985  0.0000
H41 4.04928 -2.26365 -2.32663  0.0000
H42 -1.85352 -4.88544 -3.07649  0.0000
C39 1.85762 -0.64098 2.87490  0.0067
C40 -6.61592 -2.95827 -1.12196  0.0000
H43 -2.00757 4.97637 -2.98189  0.0000
O6 -1.26384 2.50046 4.31763  0.0012
O7 -0.49613 4.57678 2.88066  -0.0002
C41 -6.22602 -4.91790 0.19479  0.0000
C42 -1.56826 -3.87092 -2.70705  0.0000
C43 2.56940 2.35829 3.82256  0.0011
C44 -1.84167 1.62421 -2.31246  -0.0017
H44 -3.08787 -3.80706 -1.08732  0.0000
H45 0.39584 0.45307 4.00857  0.0000
C45 3.24146 0.34596 -3.29888  -0.0002
H46 -4.78017 -0.67796 1.57931  0.0000
O8 -1.25449 0.94486 2.34475  0.0319
C46 3.44794 0.10462 -0.54028  -0.0016
C47 5.86860 0.16728 0.82071  -0.0006
C48 -2.27343 3.92621 -2.97964  0.0001
C49 4.65546 0.02401 -1.27255  0.0002

Computed, not measured: 6 unconnected molecules or ions with the total composition CH15NO5 at a distorted geometry, with ωB97M-V with the def2-TZVPD basis set.

Properties
SMILES ... CN.O.O.O.O.O
F_max ... 5.01 eV/A
DFT total energy ... -13006.2314 eV
HOMO energy ... -9.59 eV
HOMO-LUMO gap ... 9.651 eV

Each line ends with the Mulliken charge.
Cartesian coordinates (Å):
H1 -3.10701 -3.56531 -2.77599  0.2928
H2 -0.29868 -5.04226 0.38188  0.3094
H3 2.49037 -3.06509 -0.86386  0.2680
H4 -3.00484 4.82853 4.41866  0.3313
H5 -0.63451 2.18903 1.37167  0.3215
C1 1.72780 -2.69468 -1.59556  -0.4810
H6 1.46945 4.85955 1.41798  0.3236
H7 0.69412 -5.46036 -0.53548  0.3007
O1 2.24656 5.25481 0.93822  -0.6515
H8 -1.85493 -3.03843 -3.44167  0.3253
O2 -3.64261 4.21852 3.96000  -0.6343
H9 1.43721 -3.55390 -2.15972  0.1929
H10 0.69522 -2.22158 -1.32082  0.1641
H11 2.22025 -1.31797 -3.02205  0.2005
H12 2.49082 4.34686 0.56459  0.3232
H13 3.48921 -1.93281 -2.25714  0.2136
H14 -0.72962 3.18853 2.54277  0.3091
N1 2.57759 -1.62043 -2.12233  -0.5551
O3 -0.26624 3.03204 1.68593  -0.6279
O4 -2.83203 -3.20389 -3.54895  -0.6178
O5 0.67123 -5.13499 0.33162  -0.6131
H15 -3.18221 3.96439 3.17428  0.3046

Computed, not measured: a molecular structure, C9H24IO4P2RuS at a distorted geometry, with ωB97M-V with the def2-TZVPD basis set.

Properties
Total charge ... +3
F_max ... 5.78 eV/A
DFT total energy ... -57972.7489 eV
⟨S²⟩ ... 6.023
HOMO energy (spin up / spin down) ... -19.75 / -20.06 eV
Multiplicity ... 5
HOMO-LUMO gap (spin up / spin down) ... 8.925 / 3.968 eV

Each line ends with the Löwdin spin population.
Cartesian coordinates (Å):
C1 1.80074 1.45676 -2.88070  0.0037
H1 0.83343 -0.85417 3.35875  0.0002
C2 -0.85804 0.60080 -3.41101  0.0105
O1 0.32419 1.57294 2.18818  -0.0113
H2 2.75849 1.05987 -0.35379  0.0130
H3 -0.03693 -4.44749 1.47523  0.0068
H4 3.01947 -2.15189 1.94412  0.0003
H5 0.07096 3.78866 -2.76592  0.0019
H6 -0.30529 -3.75519 -0.17583  0.0060
O2 -2.26837 3.23517 1.19986  0.4971
S1 -2.71582 1.98106 0.65811  0.3944
C3 -3.43972 1.02840 2.03566  0.1565
H7 3.06912 -0.67789 -0.63952  0.0041
C4 0.53009 0.72850 1.39272  -0.0164
C5 2.33250 -2.87349 1.48864  0.0545
H8 2.21959 -3.75606 2.12783  0.0089
O3 -0.43473 1.04472 -0.80329  0.1233
H9 -0.60173 1.14842 -4.33086  0.0004
C6 -0.36951 -3.57799 0.90440  0.0705
H10 0.40685 3.33539 -1.04922  0.0002
H11 2.71033 -3.17616 0.50337  -0.0003
H12 1.61932 2.00756 -3.81417  0.0001
C7 0.17092 -1.64163 2.97202  -0.0035
P1 0.11687 1.44121 -2.19272  0.0160
H13 -2.70397 0.23509 2.17261  0.0024
H14 0.23791 -2.53094 3.60443  -0.0004
H15 -4.42187 0.63443 1.72110  0.0117
H16 2.25042 0.50502 -3.18008  -0.0001
H17 -1.90242 0.75758 -3.09723  0.0055
H18 -3.51176 1.70837 2.90401  0.0164
H19 -0.86464 -1.27342 2.94797  -0.0005
H20 2.53583 2.04196 -2.31909  0.0004
C8 -0.22957 3.16160 -1.91925  0.0087
P2 0.69671 -2.14511 1.29933  0.0707
H21 -1.26448 3.30581 -1.60130  -0.0004
Ru1 0.61044 -0.46092 0.04781  0.7487
H22 2.91866 -0.05867 1.02379  0.0124
I1 -2.18442 -1.67897 -0.56185  0.8335
H23 -1.41016 -3.31064 1.16360  0.0373
C9 2.55408 0.04457 -0.00183  0.0326
H24 -0.62963 -0.47666 -3.52980  0.0019
O4 -3.63385 2.02340 -0.50611  0.8825

F_max of number 4 (C9H24IO4P2RuS)?
5.78 eV/A